Record 1
# C26H53BIrN9O8P3

A molecular structure, C26H53BIrN9O8P3 (ωB97M-V/def2-TZVPD, the OMol25 dataset).

## Properties
relative energy (zero: lowest compared OMol25 entry of this formula, charge and spin) = 2.5 kcal/mol
expectation value of S² = 0.76
orbital gap (spin up / spin down) = 0.350 / 0.186 Eh
DFT total energy = -88991.509 eV
spin multiplicity = 2
total charge = +2
HOMO (spin up / spin down) = -13.7 / -13.7 eV

Geometry (Å):
Ir: 0.67 -0.86 1.01
C: -3.10 1.56 3.78
C: -2.23 0.69 2.88
C: -3.10 0.12 1.76
C: -1.02 1.45 2.41
C: -0.80 2.81 2.66
C: 0.48 3.08 2.25
N: 1.00 1.95 1.77
N: 0.10 0.95 1.85
B: 2.46 1.62 1.44
N: 2.87 0.44 2.34
C: 3.88 0.37 3.21
C: 3.90 -0.89 3.76
C: 2.83 -1.58 3.17
N: 2.22 -0.75 2.31
C: 2.40 -2.98 3.47
C: 2.80 -3.95 2.35
C: 2.97 -3.46 4.80
N: 2.53 1.15 -0.01
C: 3.33 1.59 -0.99
C: 3.30 0.68 -2.01
C: 2.45 -0.35 -1.58
N: 1.99 -0.04 -0.35
C: 2.20 -1.60 -2.37
C: 3.53 -2.22 -2.82
C: 1.32 -1.31 -3.58
H: -3.96 0.99 4.13
H: -2.56 1.92 4.65
H: -3.50 2.43 3.24
H: -1.86 -0.14 3.49
H: -3.53 0.92 1.16
H: -2.55 -0.56 1.13
H: -3.93 -0.45 2.19
H: -1.48 3.50 3.14
H: 1.08 3.97 2.31
H: 3.17 2.56 1.63
H: 4.51 1.22 3.38
H: 4.57 -1.26 4.51
H: 1.32 -2.94 3.57
H: 3.88 -3.90 2.19
H: 2.58 -4.98 2.64
H: 2.32 -3.73 1.40
H: 4.05 -3.61 4.74
H: 2.76 -2.76 5.61
H: 2.53 -4.42 5.07
H: 3.89 2.50 -0.86
H: 3.85 0.71 -2.93
H: 1.71 -2.33 -1.74
H: 4.05 -1.58 -3.53
H: 4.19 -2.39 -1.97
H: 3.34 -3.18 -3.31
H: 1.83 -0.63 -4.27
H: 1.09 -2.23 -4.12
H: 0.37 -0.86 -3.28
C: -1.91 -5.09 0.17
C: -1.80 -3.59 0.43
O: -3.02 -2.89 0.16
P: -1.27 -3.23 2.14
O: -0.39 -4.43 2.64
O: -2.60 -3.37 2.96
O: -0.61 -1.89 2.34
P: -0.56 -2.81 -0.67
O: -0.90 -1.20 -0.40
O: -0.69 -3.20 -2.07
O: 0.77 -2.79 0.11
H: -2.61 -5.56 0.87
H: -0.95 -5.59 0.26
H: -2.27 -5.23 -0.85
H: -3.76 -3.51 0.19
H: 0.55 -4.39 2.40
H: -2.55 -3.24 3.92
H: -1.80 -0.89 -0.59
C: -3.43 2.54 -3.82
N: -2.41 1.78 -3.11
C: -2.20 0.42 -3.60
P: -1.21 2.49 -2.17
O: -0.39 1.50 -1.47
N: -0.33 3.21 -3.45
C: 0.74 2.43 -4.06
C: -0.78 4.36 -4.21
N: -1.92 3.74 -1.42
C: -1.09 4.85 -0.94
C: -3.14 3.51 -0.63
H: -4.36 1.97 -3.80
H: -3.15 2.67 -4.87
H: -3.59 3.51 -3.36
H: -3.16 -0.11 -3.58
H: -1.48 -0.10 -2.97
H: -1.85 0.43 -4.63
H: 0.99 1.58 -3.43
H: 1.62 3.07 -4.15
H: 0.45 2.11 -5.06
H: -1.54 4.91 -3.66
H: -1.18 4.03 -5.17
H: 0.08 5.00 -4.40
H: -0.12 4.85 -1.42
H: -0.94 4.77 0.14
H: -1.59 5.80 -1.16
H: -3.65 2.61 -0.96
H: -3.81 4.36 -0.75
H: -2.88 3.39 0.43

=====

Record 2
# C26H53BNO3PSTa

A molecular structure, C26H53BNO3PSTa in a non-equilibrium geometry (ωB97M-V/def2-TZVPD, the OMol25 dataset).

## Properties
relative energy (zero: lowest compared OMol25 entry of this formula, charge and spin) = 205.6 kcal/mol
orbital gap = 0.217 Eh
DFT total energy = -57785.568 eV
total charge = -1
HOMO = -4.4 eV

Geometry (Å):
C: 5.41 -3.39 2.57
C: 5.88 -3.05 1.01
C: 5.87 -1.41 0.87
C: 5.74 -0.99 -0.72
C: 4.20 -1.41 -1.19
C: 3.90 -0.66 -2.63
C: 3.11 0.74 -2.30
C: 1.70 0.81 -3.14
C: 0.71 -0.47 -2.83
C: 0.55 -0.79 -1.22
Ta: -1.73 -0.84 -0.61
C: -1.46 -3.16 -0.32
C: -2.17 -3.73 1.04
C: -3.51 -4.67 0.77
S: -4.82 -4.12 2.04
C: -1.97 1.47 -1.04
O: -0.84 2.26 -0.54
C: -1.16 3.04 0.66
C: -2.32 2.75 1.78
C: -2.61 3.64 3.13
C: -3.83 3.16 4.12
C: -1.64 4.95 3.43
C: -0.48 5.29 2.31
C: -0.20 4.39 0.93
C: 1.00 4.88 -0.06
C: 2.35 3.94 -0.02
C: 0.45 5.06 -1.61
P: -0.95 -0.46 1.83
N: -0.04 -1.69 2.41
B: -3.98 -1.00 -0.03
O: -4.69 -0.08 0.93
O: -4.82 -2.08 -0.61
C: -5.21 -1.79 -2.00
C: -6.12 -3.10 -2.50
H: 5.79 -4.47 2.90
H: 4.23 -3.40 2.68
H: 5.89 -2.56 3.25
H: 5.13 -3.61 0.30
H: 6.97 -3.47 0.78
H: 6.89 -0.96 1.25
H: 4.98 -0.99 1.50
H: 6.56 -1.46 -1.40
H: 5.81 0.20 -0.77
H: 3.42 -1.10 -0.34
H: 4.20 -2.57 -1.40
H: 3.30 -1.42 -3.29
H: 4.88 -0.39 -3.21
H: 2.98 0.94 -1.14
H: 3.78 1.65 -2.69
H: 1.09 1.81 -2.95
H: 1.95 0.83 -4.31
H: -0.38 -0.13 -3.20
H: 1.05 -1.47 -3.35
H: 1.10 -1.80 -0.91
H: 1.05 0.05 -0.54
H: -2.12 -1.19 -2.38
H: -0.29 -3.36 -0.22
H: -1.82 -3.72 -1.29
H: -1.38 -4.45 1.58
H: -2.46 -2.92 1.84
H: -3.31 -5.82 0.89
H: -3.90 -4.51 -0.34
H: -4.53 -2.83 2.52
H: -1.91 1.53 -2.23
H: -3.04 1.87 -0.76
H: -3.02 1.81 1.59
H: -3.44 2.54 5.07
H: -4.45 4.11 4.48
H: -4.59 2.52 3.48
H: -1.77 5.60 4.41
H: 0.23 6.21 2.50
H: 1.33 5.96 0.32
H: 3.00 4.26 -0.96
H: 2.07 2.81 -0.10
H: 2.97 4.21 0.94
H: 1.11 5.78 -2.25
H: -0.68 5.45 -1.63
H: 0.44 4.02 -2.20
H: -0.09 0.73 1.90
H: -2.09 -0.25 2.70
H: 0.91 -1.33 2.65
H: -5.06 0.64 0.34
H: -5.88 -0.82 -2.09
H: -4.25 -1.76 -2.69
H: -5.46 -4.08 -2.35
H: -6.52 -2.98 -3.59
H: -7.03 -3.22 -1.75

=====

Record 3
# C26H53BrN2O2P

3 unconnected molecules or ions with the total composition C26H53BrN2O2P in a non-equilibrium geometry (ωB97M-V/def2-TZVPD, the OMol25 dataset).

## Properties
orbital gap = 0.270 Eh
DFT total energy = -114218.392 eV
total charge = +1
HOMO = -10.3 eV

Geometry (Å):
C: -2.28 -0.20 2.22
C: -1.20 0.39 1.58
P: -1.12 2.12 0.90
C: -1.68 3.48 2.03
C: -1.22 3.45 3.55
C: -0.14 2.39 4.00
C: -0.91 1.30 4.90
C: 0.94 3.20 4.90
C: 1.70 2.28 5.96
C: 2.31 0.95 5.38
C: 3.32 0.82 4.42
C: 3.38 1.55 3.02
C: 4.51 -0.20 4.76
C: 0.66 2.55 0.37
C: 1.35 1.40 -0.51
C: 0.77 4.01 -0.29
C: 1.89 4.85 0.52
C: 1.27 5.80 1.63
C: -2.30 2.16 -0.60
Br: -4.14 1.56 -0.12
C: -1.74 1.40 -1.88
C: -1.63 -0.17 -1.73
H: -3.23 0.34 2.47
H: -2.20 -1.30 2.49
H: -0.28 -0.26 1.43
H: -1.38 4.48 1.58
H: -2.82 3.49 2.01
H: -2.14 3.30 4.19
H: -0.84 4.49 3.82
H: 0.48 1.90 3.19
H: -0.33 0.35 5.03
H: -1.98 1.17 4.58
H: -0.96 1.78 5.94
H: 1.66 3.75 4.21
H: 0.40 4.02 5.49
H: 2.57 2.91 6.35
H: 1.01 2.14 6.84
H: 1.92 -0.02 5.83
H: 2.73 2.48 2.96
H: 4.42 1.81 2.68
H: 2.92 0.82 2.27
H: 5.52 0.21 4.47
H: 4.43 -0.45 5.87
H: 4.26 -1.18 4.23
H: 1.29 2.61 1.33
H: 2.46 1.43 -0.25
H: 1.29 1.63 -1.61
H: 0.99 0.37 -0.25
H: -0.22 4.56 -0.34
H: 1.22 3.86 -1.32
H: 2.69 4.17 0.95
H: 2.42 5.51 -0.23
H: 0.66 6.63 1.15
H: 2.12 6.31 2.20
H: 0.67 5.24 2.42
H: -2.42 3.27 -0.86
H: -0.78 1.92 -2.20
H: -2.49 1.59 -2.72
H: -2.62 -0.59 -1.37
H: -1.44 -0.58 -2.77
H: -0.84 -0.52 -1.01
C: -1.52 -3.43 -4.75
C: -0.67 -2.62 -5.70
O: 0.51 -2.38 -5.47
N: -1.25 -2.15 -6.83
C: -2.62 -2.33 -7.28
H: -0.92 -3.73 -3.89
H: -2.36 -2.83 -4.39
H: -1.89 -4.33 -5.25
H: -0.62 -1.62 -7.42
H: -2.61 -2.83 -8.25
H: -3.08 -1.34 -7.40
H: -3.21 -2.92 -6.58
C: -0.70 -8.92 -3.20
C: -1.15 -8.78 -4.63
O: -1.99 -9.52 -5.12
N: -0.58 -7.79 -5.38
C: 0.42 -6.83 -4.98
H: -1.23 -9.75 -2.73
H: 0.37 -9.14 -3.16
H: -0.92 -8.01 -2.64
H: -0.93 -7.76 -6.32
H: 0.02 -5.83 -5.12
H: 1.29 -6.95 -5.63
H: 0.73 -6.95 -3.95

=====

Please write out number 1 again, unchanged.
# C26H53BIrN9O8P3

A molecular structure, C26H53BIrN9O8P3 (ωB97M-V/def2-TZVPD, the OMol25 dataset).

## Properties
relative energy (zero: lowest compared OMol25 entry of this formula, charge and spin) = 2.5 kcal/mol
expectation value of S² = 0.76
orbital gap (spin up / spin down) = 0.350 / 0.186 Eh
DFT total energy = -88991.509 eV
spin multiplicity = 2
total charge = +2
HOMO (spin up / spin down) = -13.7 / -13.7 eV

Geometry (Å):
Ir: 0.67 -0.86 1.01
C: -3.10 1.56 3.78
C: -2.23 0.69 2.88
C: -3.10 0.12 1.76
C: -1.02 1.45 2.41
C: -0.80 2.81 2.66
C: 0.48 3.08 2.25
N: 1.00 1.95 1.77
N: 0.10 0.95 1.85
B: 2.46 1.62 1.44
N: 2.87 0.44 2.34
C: 3.88 0.37 3.21
C: 3.90 -0.89 3.76
C: 2.83 -1.58 3.17
N: 2.22 -0.75 2.31
C: 2.40 -2.98 3.47
C: 2.80 -3.95 2.35
C: 2.97 -3.46 4.80
N: 2.53 1.15 -0.01
C: 3.33 1.59 -0.99
C: 3.30 0.68 -2.01
C: 2.45 -0.35 -1.58
N: 1.99 -0.04 -0.35
C: 2.20 -1.60 -2.37
C: 3.53 -2.22 -2.82
C: 1.32 -1.31 -3.58
H: -3.96 0.99 4.13
H: -2.56 1.92 4.65
H: -3.50 2.43 3.24
H: -1.86 -0.14 3.49
H: -3.53 0.92 1.16
H: -2.55 -0.56 1.13
H: -3.93 -0.45 2.19
H: -1.48 3.50 3.14
H: 1.08 3.97 2.31
H: 3.17 2.56 1.63
H: 4.51 1.22 3.38
H: 4.57 -1.26 4.51
H: 1.32 -2.94 3.57
H: 3.88 -3.90 2.19
H: 2.58 -4.98 2.64
H: 2.32 -3.73 1.40
H: 4.05 -3.61 4.74
H: 2.76 -2.76 5.61
H: 2.53 -4.42 5.07
H: 3.89 2.50 -0.86
H: 3.85 0.71 -2.93
H: 1.71 -2.33 -1.74
H: 4.05 -1.58 -3.53
H: 4.19 -2.39 -1.97
H: 3.34 -3.18 -3.31
H: 1.83 -0.63 -4.27
H: 1.09 -2.23 -4.12
H: 0.37 -0.86 -3.28
C: -1.91 -5.09 0.17
C: -1.80 -3.59 0.43
O: -3.02 -2.89 0.16
P: -1.27 -3.23 2.14
O: -0.39 -4.43 2.64
O: -2.60 -3.37 2.96
O: -0.61 -1.89 2.34
P: -0.56 -2.81 -0.67
O: -0.90 -1.20 -0.40
O: -0.69 -3.20 -2.07
O: 0.77 -2.79 0.11
H: -2.61 -5.56 0.87
H: -0.95 -5.59 0.26
H: -2.27 -5.23 -0.85
H: -3.76 -3.51 0.19
H: 0.55 -4.39 2.40
H: -2.55 -3.24 3.92
H: -1.80 -0.89 -0.59
C: -3.43 2.54 -3.82
N: -2.41 1.78 -3.11
C: -2.20 0.42 -3.60
P: -1.21 2.49 -2.17
O: -0.39 1.50 -1.47
N: -0.33 3.21 -3.45
C: 0.74 2.43 -4.06
C: -0.78 4.36 -4.21
N: -1.92 3.74 -1.42
C: -1.09 4.85 -0.94
C: -3.14 3.51 -0.63
H: -4.36 1.97 -3.80
H: -3.15 2.67 -4.87
H: -3.59 3.51 -3.36
H: -3.16 -0.11 -3.58
H: -1.48 -0.10 -2.97
H: -1.85 0.43 -4.63
H: 0.99 1.58 -3.43
H: 1.62 3.07 -4.15
H: 0.45 2.11 -5.06
H: -1.54 4.91 -3.66
H: -1.18 4.03 -5.17
H: 0.08 5.00 -4.40
H: -0.12 4.85 -1.42
H: -0.94 4.77 0.14
H: -1.59 5.80 -1.16
H: -3.65 2.61 -0.96
H: -3.81 4.36 -0.75
H: -2.88 3.39 0.43